Density functional theory data (wB97M-V/def2-TZVPD) for a structure of composition C10H9CuN2O5Se in a non-equilibrium geometry.

The geometry in ORCA input format:
```
! RIJCOSX wB97M-V def2-TZVPD def2/J DEFGRID3
* xyz 1 2
O 4.36456 0.12283 -3.68424
C 3.55758 0.15813 -2.75803
Cu 0.75366 0.10108 -1.55475
C 0.74058 -1.52977 -0.77096
O 0.48109 -2.44933 -0.12059
C 2.25904 1.55790 -0.68288
O 2.39650 2.61467 -0.25774
C 2.04272 0.10053 -3.05377
O 1.55593 0.13753 -4.14602
C 4.05901 0.14954 -1.32717
O 4.27599 -0.87010 -0.69649
H 4.38549 1.19243 -0.98876
C -3.60938 0.12643 -0.59268
N -2.79012 -0.14051 0.58899
C -3.07008 -1.04094 1.59979
C -2.03868 -0.99897 2.47467
N -1.11776 -0.09114 1.98862
C 0.12415 0.25830 2.66755
C -1.57571 0.44343 0.80708
Se -0.80191 1.67118 -0.36740
H -4.67041 -0.00289 -0.32091
H -3.34788 -0.57672 -1.40771
H -3.40745 1.16959 -0.91255
H -3.97611 -1.60516 1.59972
H -1.88370 -1.53089 3.38678
H -0.09766 0.87015 3.55593
H 0.63065 -0.66018 3.00051
H 0.75990 0.82288 1.97300
*
```

Calculated values
LUMO energy (spin up / spin down), eV: -5.12 / -5.60
⟨S²⟩: 0.7554
Orbital gap (spin up / spin down), eV: 7.13 / 6.60
HOMO level (spin up / spin down), eV: -12.247 / -12.206
Electronic energy, Ha: -4913.7441
Energy relative to the best compared isomer or geometry (same formula, charge and spin), kJ/mol: 21.25

---

Density functional theory data (wB97M-V/def2-TZVPD) for an isolated molecule of C10H9N2P in a non-equilibrium geometry.

The geometry in ORCA input format:
```
! RIJCOSX wB97M-V def2-TZVPD def2/J DEFGRID3
* xyz 0 1
C -1.42086 1.08739 1.43441
C -2.07152 0.35977 0.18835
C -3.45646 0.70438 0.01689
N -4.51862 1.11972 -0.08074
C -2.16125 -1.34244 0.61599
N -2.00606 -2.45013 0.79043
P -1.18253 0.19447 -1.46202
C 0.47172 -0.15060 -0.84325
C 1.35841 0.87625 -0.46340
C 2.70245 0.62611 -0.29071
C 3.05655 -0.69032 -0.11597
C 2.18891 -1.76239 -0.35676
C 0.87642 -1.45367 -0.93906
H -0.32802 1.29597 1.35995
H -1.98250 2.08788 1.58180
H -1.65792 0.44969 2.21901
H -1.11436 1.51296 -1.59964
H 1.02583 1.84915 -0.65327
H 3.47843 1.36168 0.01861
H 4.08531 -0.78698 0.12065
H 2.58198 -2.74520 -0.31528
H 0.07409 -2.14369 -1.22598
*
```

Calculated values
LUMO energy, eV: 0.41
Orbital gap, eV: 10.26
HOMO level, eV: -9.859
Electronic energy, Ha: -837.2162
Energy relative to the best compared isomer or geometry (same formula, charge and spin), kJ/mol: 0.00

---

Density functional theory data (wB97M-V/def2-TZVPD) for an isolated molecule of C10H9N3 in a non-equilibrium geometry.

The geometry in ORCA input format:
```
! RIJCOSX wB97M-V def2-TZVPD def2/J DEFGRID3
* xyz 0 1
C -0.57940 -0.66355 -1.70767
C -0.94102 0.46768 -1.10338
C -1.91693 1.33362 -1.56591
C -2.36626 2.42865 -1.00081
C -1.92569 2.77178 0.35100
C -0.94155 2.10128 0.93178
C -0.35023 0.95902 0.21633
N 0.54843 0.31655 0.85243
N 1.40229 -0.51528 0.64980
C 1.73777 -1.65087 1.01510
C 3.05259 -2.40305 0.58510
C 1.00430 -2.43895 1.99442
N 0.48439 -3.21402 2.69965
H -0.82733 -0.94225 -2.69727
H -0.09346 -1.42357 -1.21370
H -2.22960 1.22184 -2.56332
H -2.94666 3.19517 -1.60811
H -2.36436 3.62458 0.78982
H -0.66432 2.31595 1.96941
H 2.80929 -2.99331 -0.30423
H 3.47901 -2.97514 1.41384
H 3.62874 -1.51612 0.29571
*
```

Calculated values
LUMO energy, eV: -0.63
Orbital gap, eV: 7.50
HOMO level, eV: -8.128
Electronic energy, Ha: -550.5679
Energy relative to the best compared isomer or geometry (same formula, charge and spin), kJ/mol: 366.82

---

> Among the records above, which one has the highest energy relative to the best compared isomer or geometry (same formula, charge and spin)?

C10H9N3